C3H5NO2 | wB97M-V/def2-TZVPD

```
11
Properties=species:S:1:pos:R:3:mulliken_charge:R:1
C 0.5209 1.3222 -1.3145 -0.682
N 0.1526 -0.0772 -1.4055 -0.409
C -0.1462 -0.7396 -0.3865 0.087
O -0.1409 -0.2010 0.8999 -0.263
C -0.5146 -1.0061 1.9241 0.166
O -0.8734 -2.1454 1.8364 -0.471
H -0.1565 1.8940 -1.9564 0.263
H 1.5278 1.4386 -1.7272 0.261
H 0.4958 1.7394 -0.3019 0.282
H -0.4294 -1.7870 -0.4279 0.402
H -0.4362 -0.4378 2.8594 0.363
```

The value obtained for the largest force on an atom is 0.5 eV/Å. For the calculated total energy, the calculation gives -8776.43187 eV. As for the SMILES: C/N=C\OC=O. The calculation puts the frontier orbital gap at 11.10 eV. The HOMO energy comes out at -0.376 Eh.

***

C48H38BBr4N6O2RuTe | wB97M-V/def2-TZVPD

```
101
Properties=species:S:1:pos:R:3:mulliken_charge:R:1
Ru -0.1731 -0.1525 0.0953 0.081
C -3.8177 3.5408 1.7133 -1.501
C -3.3334 2.4685 0.7976 0.592
C -3.9756 1.8719 -0.2647 -1.648
C -3.0593 0.9523 -0.7957 -0.422
N -1.9419 0.9733 -0.0573 1.112
N -2.1102 1.9186 0.9005 0.127
B -0.9251 2.3465 1.7818 -1.699
N -0.5375 1.2509 2.7500 0.377
N -0.1625 0.0378 2.2724 1.646
C 0.2662 -0.6779 3.3306 0.054
C 0.1204 0.1016 4.4913 -1.264
C -0.3860 1.3103 4.0827 0.239
C -0.7151 2.5130 4.9012 -1.394
C 0.8236 -2.0501 3.3183 1.040
C 1.1839 -2.6401 4.5340 -1.020
C 1.7457 -3.9039 4.5766 -1.070
C 1.9663 -4.6108 3.4022 -1.036
C 1.6038 -4.0408 2.1936 -0.547
C 1.0330 -2.7767 2.1589 1.711
N 0.2764 2.6120 0.8629 0.433
N 0.5913 1.7061 -0.0919 0.695
C 1.6666 2.1659 -0.7503 -0.223
C 2.0418 3.3904 -0.1882 -1.349
C 1.1340 3.6415 0.8186 0.759
C 1.0475 4.8057 1.7465 -1.360
C 2.3399 1.4679 -1.8615 0.634
C 1.7152 0.4826 -2.6152 0.336
C 2.3969 -0.1963 -3.6109 -0.478
C 3.7209 0.1190 -3.8841 -0.707
C 4.3470 1.1241 -3.1606 -0.755
C 3.6608 1.7943 -2.1595 -0.892
C -3.2576 0.1294 -2.0060 0.910
C -2.2149 -0.5325 -2.6428 0.789
C -2.4423 -1.2782 -3.7914 -0.516
C -3.7187 -1.3650 -4.3244 -0.631
C -4.7672 -0.6993 -3.7008 -0.949
C -4.5381 0.0394 -2.5546 -0.869
H -4.8467 3.7902 1.4613 0.437
H -3.2132 4.4438 1.6272 0.261
H -3.7851 3.2184 2.7544 0.231
H -4.9596 2.1093 -0.6289 0.562
H -1.2065 3.3370 2.3927 -0.031
H 0.3718 -0.1643 5.5019 0.620
H -0.5733 2.2748 5.9536 0.419
H -1.7471 2.8325 4.7555 0.207
H -0.0726 3.3590 4.6545 0.196
H 1.0359 -2.1082 5.4637 0.322
H 2.0217 -4.3339 5.5311 0.410
H 2.4098 -5.5980 3.4314 0.469
H 1.7511 -4.5815 1.2678 0.536
H 0.7386 -2.3618 1.2152 -0.300
H 2.8514 4.0313 -0.4914 0.537
H 1.8144 5.5320 1.4842 0.408
H 1.2082 4.5002 2.7814 0.187
H 0.0750 5.2949 1.6914 0.255
H 0.6785 0.2471 -2.4408 0.691
H 1.8904 -0.9732 -4.1700 0.481
H 4.2590 -0.4130 -4.6579 0.413
H 5.3789 1.3790 -3.3647 0.394
H 4.1705 2.5549 -1.5826 0.306
H -1.2096 -0.4604 -2.2616 0.119
H -1.6117 -1.7828 -4.2687 0.475
H -3.8977 -1.9454 -5.2207 0.435
H -5.7700 -0.7649 -4.1030 0.424
H -5.3671 0.5429 -2.0754 0.331
Br 4.1310 -5.3849 -1.8484 -0.155
C 3.4327 -3.7718 -1.1758 0.132
C 4.2506 -2.9043 -0.4089 0.538
Br 6.0475 -3.3499 -0.0879 -0.175
C 3.7284 -1.7365 0.1115 -0.274
Br 4.7141 -0.5082 1.1360 -0.169
C 2.3789 -1.4217 -0.0930 0.001
O 1.7818 -0.3882 0.4239 -0.578
C 1.5881 -2.2411 -0.9047 -0.271
O 0.3653 -1.8299 -1.0724 0.154
C 2.1170 -3.4321 -1.4241 -0.402
Br 0.9361 -4.5033 -2.4274 -0.135
Te -2.4055 -1.8064 1.1580 0.703
C -1.8364 -3.7843 1.5540 0.522
C -1.3311 -4.5717 0.5248 0.633
C -0.9709 -5.8867 0.7781 -0.949
C -1.0949 -6.4072 2.0593 -0.561
C -1.5777 -5.6129 3.0897 -0.768
C -1.9545 -4.2995 2.8390 -0.573
C -4.0662 -2.3356 -0.0052 0.650
C -3.9388 -3.0509 -1.1913 -0.050
C -5.0745 -3.4276 -1.8905 -0.973
C -6.3333 -3.0721 -1.4231 -0.573
C -6.4580 -2.3399 -0.2526 -0.767
C -5.3236 -1.9753 0.4644 -0.493
H -1.1875 -4.1570 -0.4649 -0.184
H -0.5750 -6.4970 -0.0244 0.435
H -0.8045 -7.4314 2.2572 0.416
H -1.6609 -6.0132 4.0922 0.430
H -2.3311 -3.6806 3.6442 0.384
H -2.9606 -3.3100 -1.5741 0.336
H -4.9740 -3.9875 -2.8117 0.442
H -7.2180 -3.3673 -1.9733 0.411
H -7.4377 -2.0557 0.1110 0.444
H -5.4213 -1.4199 1.3891 0.420
```

Its multiplicity is 2. As for the expectation value of S²: 0.757. The value obtained for the largest force on an atom is 2.2 eV/Å. For the calculated total energy, the calculation gives -354152.80200 eV. The calculation puts the frontier orbital gap (alpha / beta) at 6.48 / 6.16 eV. The HOMO energy (alpha / beta) comes out at -0.252 / -0.258 Eh.

***

C3H10N2O2 | wB97M-V/def2-TZVPD

```
17
Properties=species:S:1:pos:R:3:mulliken_charge:R:1
C -2.5199 -0.5515 0.1280 -1.012
C -1.1473 -1.0695 0.3883 0.546
O -1.0679 -2.1263 0.9736 -0.549
N -0.1191 -0.1262 0.1227 -0.132
C 0.9625 -0.1343 1.1094 -0.428
N 2.2608 0.1240 0.5360 -0.591
H -3.1858 -0.6583 0.9804 0.298
H -2.9635 -1.0759 -0.7285 0.281
H -2.6279 0.4767 -0.2163 0.318
H 0.1812 -0.0047 -0.8370 0.212
H 0.9699 -1.1225 1.5764 0.327
H 0.6712 0.5694 1.9098 0.278
H 2.9266 -0.0633 1.2780 0.239
H 2.5423 -0.4875 -0.2171 0.221
O 0.9646 1.7607 -2.2983 -0.622
H 1.5571 2.2161 -1.6976 0.321
H 0.5951 2.2732 -3.0075 0.293
```

The value obtained for the largest force on an atom is 2.4 eV/Å. For the calculated total energy, the calculation gives -10347.80362 eV. As for the SMILES: CC(=O)NCN.O. The calculation puts the frontier orbital gap at 9.80 eV. The HOMO energy comes out at -0.330 Eh.

***

C5H7FS2 | wB97M-V/def2-TZVPD

```
15
Properties=species:S:1:pos:R:3:mulliken_charge:R:1
F -2.0817 0.2249 -0.4152 -0.385
C -0.9057 0.6061 0.4050 0.176
C 0.2718 1.4479 -0.5581 -0.770
C 1.1415 0.2277 -0.7585 -0.023
S 2.6314 -0.7219 -0.2287 -0.130
C 1.0755 -0.5351 0.6048 -0.604
C -0.3042 -0.8515 0.6731 -0.115
S -0.6869 -2.1846 -0.4046 -0.245
H -1.4650 1.1184 1.1741 0.335
H 0.7791 1.9760 0.2392 0.331
H -0.1461 1.8493 -1.4572 0.338
H 0.6541 -0.4444 -1.5640 0.238
H 1.3915 0.0127 1.4308 0.351
H -0.4956 -1.1756 1.7016 0.324
H -1.8596 -1.5498 -0.8423 0.180
```

The value obtained for the largest force on an atom is 4.4 eV/Å. For the calculated total energy, the calculation gives -29681.98039 eV. As for the SMILES: F[C@@H]1C[C@H]2S[C@@H]2[C@@H]1S. The calculation puts the frontier orbital gap at 9.47 eV. The HOMO energy comes out at -0.322 Eh.

***

C4H7NOS2 | wB97M-V/def2-TZVPD

```
15
Properties=species:S:1:pos:R:3:mulliken_charge:R:1
C 1.1997 -1.8615 -1.0015 -0.696
O 0.2812 -1.1312 -0.2261 -0.303
C 0.5152 0.2457 -0.2169 -0.168
S -0.0229 1.0722 -1.7708 -0.023
N -1.6185 1.4017 -1.1856 -0.501
C -1.6700 1.2409 0.0786 -0.108
C -0.3996 0.8885 0.8332 -0.172
S -0.6060 -0.1818 2.2771 -0.186
H 1.1434 -1.5755 -2.0585 0.291
H 2.2348 -1.6965 -0.6347 0.312
H 0.9293 -2.9234 -0.9010 0.243
H 1.5700 0.4607 -0.0300 0.476
H -2.6342 1.4254 0.5950 0.377
H 0.0431 1.8248 1.1415 0.324
H -0.9654 0.8100 3.1000 0.135
```

The value obtained for the largest force on an atom is 0.8 eV/Å. For the calculated total energy, the calculation gives -29468.37587 eV. As for the SMILES: CO[C@H]1SN=C[C@H]1S. The calculation puts the frontier orbital gap at 9.52 eV. The HOMO energy comes out at -0.328 Eh.

***

C19H17F3N4O | wB97M-V/def2-TZVPD

```
44
Properties=species:S:1:pos:R:3:mulliken_charge:R:1
O 2.1318 2.9533 -0.1005 -0.663
C 2.0237 1.7485 0.0336 0.391
C 3.1628 0.8233 -0.2595 0.205
C 3.0737 -0.1004 -1.3125 -0.079
C 4.1276 -0.9199 -1.6530 -0.769
C 5.3012 -0.8065 -0.9153 0.726
N 6.4912 -1.4808 -1.0218 -0.767
C 7.2568 -0.9771 -0.1083 -0.253
N 6.6611 0.0047 0.6286 -0.087
C 5.3909 0.1431 0.1322 0.201
C 4.3324 0.9693 0.4676 -0.835
N 0.8717 1.1762 0.4626 0.185
C 0.6468 -0.2207 0.7364 -0.847
C -0.5116 -0.7160 -0.1365 -0.612
N -1.6915 0.0775 0.1231 0.341
C -2.9457 -0.4776 0.2135 0.749
C -3.1364 -1.7230 0.8312 -0.457
C -4.3936 -2.2724 0.9669 -0.898
C -5.5152 -1.6045 0.5053 -0.827
C -5.3384 -0.3708 -0.1051 -0.059
C -6.5533 0.3616 -0.5952 0.822
F -7.2976 0.8434 0.4218 -0.259
F -7.3760 -0.4266 -1.3100 -0.266
F -6.2691 1.4148 -1.3765 -0.282
C -4.0828 0.1909 -0.2576 -0.412
C -1.4735 1.4774 -0.1667 -0.624
C -0.3045 1.9860 0.6861 -1.186
H 2.1564 -0.1512 -1.8809 0.479
H 4.0577 -1.6249 -2.4652 0.446
H 8.2675 -1.2907 0.0691 0.416
H 7.0735 0.5383 1.3750 0.167
H 4.4022 1.7024 1.2567 0.424
H 0.3717 -0.3337 1.7933 0.266
H 1.5507 -0.7969 0.5410 0.486
H -0.2250 -0.6071 -1.1943 0.107
H -0.7044 -1.7691 0.0545 0.483
H -2.2912 -2.2601 1.2324 0.417
H -4.5049 -3.2306 1.4509 0.376
H -6.5019 -2.0250 0.6112 0.419
H -3.9964 1.1371 -0.7659 0.580
H -1.2425 1.6301 -1.2311 0.233
H -2.3587 2.0554 0.0930 0.488
H -0.5819 1.9367 1.7457 0.326
H -0.0556 3.0156 0.4241 0.450
```

The value obtained for the largest force on an atom is 0.9 eV/Å. For the calculated total energy, the calculation gives -36140.82674 eV. As for the SMILES: O=C(c1ccc2nc[nH]c2c1)N1CCN(c2cccc(C(F)(F)F)c2)CC1. The calculation puts the frontier orbital gap at 8.70 eV. The HOMO energy comes out at -0.299 Eh.

***

In kcal/mol, the ΔE to the lowest compared entry with this formula, charge and spin values for the records above are, in order, 29.1, 47.1, 38.8, 91.8, 32.6, 0.0.